No. 1
{"formula": "C7H8", "method": "ωB97M-V/def2-TZVPD", "symbols": ["C", "C", "C", "C", "C", "C", "C", "H", "H", "H", "H", "H", "H", "H", "H"], "positions_angstrom": [[-2.222063, -0.850129, -0.300901], [-1.053513, -1.167397, 0.265685], [-1.018273, 1.255629, -0.191305], [0.413690, 0.826495, -0.024185], [-1.879394, 0.261417, 0.582269], [0.439311, -0.666805, 0.035602], [1.782173, -1.342694, -0.125157], [-1.213727, 2.286761, 0.042057], [-1.309006, 1.048780, -1.225533], [1.072676, 1.195308, -0.839992], [0.943039, 1.188106, 0.913002], [-2.412796, 0.552227, 1.496757], [2.515515, -1.064467, 0.591844], [2.371593, -1.051451, -1.086917], [1.570773, -2.471773, -0.133220]], "forces_ev_per_a": [[0.8896, -0.7121, 0.6752], [3.1186, 1.4045, -1.1084], [-1.0819, 0.0113, 0.0485], [1.4478, 0.0781, 0.3371], [0.0000, 0.5285, -0.3070], [-2.3321, -0.7520, 0.2750], [-1.2150, -1.9428, -1.8338], [-0.0415, 0.4759, 0.1508], [0.2494, 0.4781, -0.1514], [-0.3794, -0.2133, 0.2069], [-0.9179, -0.0581, -0.6840], [0.6301, -0.5168, -0.0300], [0.3375, 0.0722, 1.2905], [-1.5922, -0.4497, 1.0700], [0.8871, 1.5961, 0.0606]], "e_above_lowest_kj_mol": 710.2, "homo_energy_ha": [-0.2735, -0.2962], "e_lumo_ev": [-0.7, 0.1], "total_energy_ha": -271.2610}

No. 2
{"formula": "C7H8", "method": "ωB97M-V/def2-TZVPD", "symbols": ["C", "C", "C", "C", "C", "C", "C", "H", "H", "H", "H", "H", "H", "H", "H"], "positions_angstrom": [[2.714485, -0.125351, 0.954575], [1.573907, 0.169978, 0.703519], [0.183874, 0.511776, 0.351346], [0.036050, 1.968532, -0.076929], [-0.244282, -0.406024, -0.773004], [-1.254826, -1.217337, -0.673479], [-2.040964, -2.200980, -0.350827], [3.727011, -0.387534, 1.171162], [-0.445185, 0.314902, 1.230422], [0.574173, 2.122261, -1.016974], [-1.023564, 2.180265, -0.246806], [0.433473, 2.653059, 0.675086], [0.363732, -0.435291, -1.672084], [-1.511137, -2.837698, 0.347611], [-3.086747, -2.310556, -0.623617]], "forces_ev_per_a": [[-0.4262, 0.1318, -0.1139], [0.4612, -0.0519, 0.1090], [-0.0251, 0.0737, -0.0278], [0.0221, 0.2024, -0.0318], [-0.0979, -0.1666, -0.1157], [0.1513, 0.0817, -0.0075], [0.0779, 0.3338, 0.1774], [-0.1993, 0.0548, -0.0179], [0.0926, 0.0354, -0.2148], [-0.0406, 0.0906, 0.1281], [0.1580, 0.0490, 0.0261], [-0.0533, -0.0287, -0.0691], [0.1524, 0.0108, 0.1202], [-0.4999, -0.8632, -0.2382], [0.2269, 0.0462, 0.2757]], "e_above_lowest_kj_mol": 378.6, "smiles": "C#C[C@@H](C)C=C=C", "homo_energy_ha": -0.3439, "e_lumo_ev": 1.0, "total_energy_ha": -271.3872}

No. 3
{"formula": "C7H8AlN2O4S", "method": "ωB97M-V/def2-TZVPD", "symbols": ["Al", "O", "C", "C", "O", "C", "O", "C", "O", "C", "N", "C", "S", "N", "C", "H", "H", "H", "H", "H", "H", "H", "H"], "positions_angstrom": [[0.078504, -0.345357, -2.131787], [0.108904, 3.395243, -4.124787], [0.097104, 2.384143, -3.573587], [1.635204, -1.153457, -1.692287], [2.626704, -1.668257, -1.412287], [-1.496196, -1.125157, -1.705587], [-2.499196, -1.621657, -1.433787], [0.077904, -1.212057, -3.721787], [0.077704, -1.761657, -4.730087], [-1.469096, 0.617143, 2.657913], [-1.251096, 0.752443, 1.232913], [0.030804, 0.804643, 0.596513], [0.138804, 1.573943, -0.839087], [1.228704, 0.263143, 1.165813], [1.276804, -0.831757, 2.111513], [-0.526396, 0.599243, 3.234813], [-2.068996, -0.294157, 2.861413], [-2.031796, 1.502843, 3.020213], [-2.084796, 0.965843, 0.664413], [2.133704, 0.566143, 0.775013], [1.864104, -1.662957, 1.668113], [1.776904, -0.500257, 3.045113], [0.275704, -1.248057, 2.331313]], "forces_ev_per_a": [[0.3384, 7.7629, 2.1309], [-0.0478, -3.9561, 2.2524], [0.0368, 3.6322, -2.6737], [8.5388, -4.8044, 3.0201], [-4.3665, 2.4746, -1.3083], [-8.9160, -4.6973, 2.9863], [4.5767, 2.4421, -1.2978], [0.0042, -4.1495, -9.8120], [0.0055, 2.3598, 4.5755], [-0.3935, -0.0855, 1.4544], [4.0036, -0.0333, -2.0711], [-0.7453, -3.0190, 6.4323], [-0.0007, 0.7971, -4.0936], [-3.4022, 1.2028, -2.0414], [0.2219, -0.9606, 1.0369], [-0.5213, -0.0399, -0.5139], [0.3734, 0.5240, 0.0163], [0.1829, -0.4972, -0.3207], [0.8735, 0.2192, 0.2497], [-0.8594, 0.2050, 0.2183], [-0.1195, 0.5169, 0.3149], [-0.3555, -0.3440, -0.4498], [0.5721, 0.4500, -0.1058]], "charge": 3, "e_above_lowest_kj_mol": 249.0, "homo_energy_ha": -0.7665, "e_lumo_ev": -15.5, "total_energy_ha": -1321.3494}